# 1
The following is a quantum chemistry calculation of 13 unconnected molecules or ions with the total composition C73H97Cl3F8O12 in a non-equilibrium geometry, from OMol25.

Structure (XYZ):
```
193
Properties=species:S:1:pos:R:3:forces:R:3
C -0.9762 -4.0974 -6.2838 -0.462 1.172 -0.443
Cl -2.3615 -3.5414 -5.3075 -0.088 -0.568 0.170
Cl -0.9998 -5.7622 -6.6918 -0.402 -1.143 -0.143
Cl 0.5137 -3.7345 -5.4526 0.373 0.425 0.029
H -1.1088 -3.5377 -7.2197 0.603 -0.097 0.452
F 1.4963 1.7019 2.8619 -0.021 0.235 -0.497
C 1.1760 0.4000 2.7030 0.728 -1.184 1.116
C -0.0327 0.0415 2.1408 -1.135 0.450 -0.132
C -0.4079 -1.3091 2.1986 1.352 -0.476 0.395
C 0.4672 -2.2461 2.7823 -0.437 -0.314 -0.217
C 1.6588 -1.8626 3.4236 -1.142 1.203 -1.512
C 2.0498 -0.5298 3.3267 -0.862 0.700 0.200
H -0.7316 0.8166 1.7318 0.910 -0.805 0.388
H -1.3444 -1.7088 1.8240 0.020 0.441 -0.219
H 0.1896 -3.3103 2.6667 0.184 0.657 0.535
H 2.2710 -2.5295 3.9624 0.538 -0.774 0.375
H 2.9139 -0.1672 3.8956 -0.324 -0.110 -0.415
F 0.3352 -5.0270 4.8393 0.363 -0.633 -0.138
C 1.2489 -5.9489 4.4116 0.055 0.062 -0.765
C 2.0349 -6.5997 5.3481 0.122 -0.136 -0.642
C 3.0161 -7.4873 4.8967 -0.674 0.507 -1.153
C 3.2396 -7.6945 3.5038 -0.730 0.256 1.996
C 2.3840 -7.0813 2.6266 -1.157 1.308 -0.126
C 1.3468 -6.2020 3.0427 -0.068 -0.130 1.107
H 1.8004 -6.4137 6.3809 0.280 -0.107 0.345
H 3.5499 -8.0290 5.6298 0.723 -0.478 0.548
H 3.9819 -8.3867 3.1447 0.198 -0.016 0.051
H 2.5348 -7.2245 1.5863 -0.110 -0.223 -0.815
H 0.5181 -5.7472 2.4706 1.043 -0.359 -0.354
F -3.3172 -2.5122 -1.9311 0.157 -0.141 -0.299
C -4.0770 -1.9971 -0.9420 -0.319 -0.835 -0.136
C -5.3402 -2.5636 -0.7438 0.003 0.596 1.298
C -6.0816 -2.0086 0.3197 0.401 -0.515 -1.657
C -5.5667 -0.9703 1.0646 -0.981 -0.743 0.058
C -4.3289 -0.4772 0.8464 2.093 1.097 -0.410
C -3.5251 -0.9957 -0.1713 -0.537 -0.149 -0.016
H -5.7078 -3.4590 -1.2492 0.305 0.530 -0.233
H -7.0995 -2.3311 0.4530 -0.117 -0.243 0.330
H -6.1658 -0.6172 1.8501 -0.639 0.730 0.951
H -3.9340 0.3732 1.4130 -0.206 -0.434 0.029
H -2.5061 -0.6767 -0.3654 -0.062 0.144 0.042
F -0.7281 -5.4234 -0.3759 0.713 -1.211 0.156
C -0.1007 -6.6639 -0.3704 -0.609 0.648 -0.031
C -0.8626 -7.7649 0.0014 0.770 -0.029 -0.103
C -0.2910 -9.0277 -0.0477 0.223 0.093 -0.136
C 1.0540 -9.1576 -0.4704 -1.299 -0.530 0.005
C 1.7510 -8.0783 -0.9069 -0.329 2.544 0.540
C 1.1949 -6.7725 -0.8008 -0.105 -0.445 -0.846
H -1.8663 -7.5870 0.2965 -0.773 -0.071 0.211
H -0.9252 -9.8956 0.1806 0.560 0.360 0.013
H 1.5180 -10.1104 -0.5708 0.074 -0.733 0.126
H 2.7486 -8.1121 -1.2790 0.561 -0.447 -0.243
H 1.6621 -5.8900 -1.2315 0.227 -0.124 0.307
F -1.0656 7.4661 -1.5832 0.225 -0.453 0.635
C -0.3590 6.9631 -0.5273 -0.184 -0.263 -0.125
C 0.0667 7.8299 0.4504 -0.846 0.473 -0.966
C 0.8224 7.3394 1.4762 0.518 -0.124 1.333
C 1.1987 5.9989 1.5184 1.140 -0.838 0.096
C 0.8223 5.1270 0.4820 -0.056 -0.511 0.942
C -0.0679 5.6109 -0.4633 0.687 0.505 -0.481
H -0.2528 8.8560 0.3383 0.204 0.184 0.292
H 1.1058 8.0191 2.2882 0.043 -0.333 -0.326
H 1.8922 5.6194 2.3078 -0.772 0.465 -0.659
H 1.1790 4.0514 0.4375 -0.553 1.508 0.197
H -0.3748 4.9955 -1.2607 -0.500 -0.671 -0.863
F 3.2294 1.7514 -2.5770 0.294 -0.033 0.968
C 3.6269 2.3053 -1.3822 0.471 -1.054 0.135
C 3.8033 3.6609 -1.3720 0.159 1.187 0.745
C 4.1434 4.3207 -0.2023 0.076 -1.829 1.231
C 4.3401 3.5207 0.9664 0.394 2.323 -0.475
C 4.3053 2.1544 0.9366 -0.492 0.154 -1.612
C 3.9548 1.5121 -0.2701 -0.362 0.168 -0.363
H 3.7351 4.2769 -2.2319 -0.406 0.051 -0.994
H 4.2641 5.3929 -0.2060 0.011 0.032 0.157
H 4.6343 4.0122 1.9002 -0.196 -0.116 -0.339
H 4.5763 1.6900 1.8504 0.020 -1.020 0.392
H 3.9418 0.4328 -0.3837 -0.098 0.080 0.137
F 7.1524 -3.1880 -5.8957 -1.157 0.237 0.685
C 6.0123 -2.7200 -5.2389 1.057 0.269 -0.806
C 5.4812 -3.4556 -4.1950 -0.227 0.545 -0.353
C 4.3593 -2.8967 -3.5798 0.746 0.069 0.119
C 3.8935 -1.6312 -3.9546 -1.136 -1.025 0.211
C 4.4074 -0.9536 -5.0396 0.862 -0.108 -0.832
C 5.5099 -1.4966 -5.7033 0.270 -1.209 0.582
H 5.8982 -4.4102 -3.8905 -0.019 0.170 -0.119
H 3.9159 -3.4675 -2.7690 -0.264 0.366 -0.083
H 2.9658 -1.3165 -3.4971 0.084 0.345 0.216
H 3.9694 -0.0465 -5.4436 -0.051 -0.007 0.364
H 6.0201 -1.1027 -6.5732 -0.263 0.367 0.081
F -2.4205 4.7723 -3.0655 -0.031 -0.062 0.515
C -3.6526 4.5387 -2.5545 -1.459 1.368 0.737
C -4.0562 5.0964 -1.3023 1.444 -0.581 -1.457
C -5.3528 4.8990 -0.8607 1.185 0.556 0.758
C -6.2223 4.2136 -1.6381 -1.149 -0.398 -1.315
C -5.8493 3.7219 -2.8954 -1.015 0.427 0.823
C -4.5771 3.9164 -3.3760 0.505 -0.611 -0.175
H -3.3172 5.6460 -0.7316 -0.056 0.005 0.109
H -5.6715 5.2832 0.1032 0.152 0.109 -0.112
H -7.2563 4.2174 -1.3338 -0.210 -0.503 0.009
H -6.6241 3.2681 -3.4988 0.188 -0.114 -0.158
H -4.3198 3.5271 -4.3593 0.158 0.215 0.176
C 1.8138 -1.6363 6.6909 0.595 -0.342 1.252
O 3.0372 -1.1172 6.2041 -1.045 0.436 -1.486
C 4.2564 -1.6906 6.5568 -0.552 -0.575 0.661
C 4.4822 -3.1019 5.9855 0.726 0.531 1.765
O 4.4859 -3.0047 4.5993 -0.352 0.225 0.603
C 4.9179 -4.1750 3.9750 0.670 0.181 -0.362
C 4.5925 -4.0540 2.5182 -1.511 0.641 0.243
O 5.4494 -3.2829 1.7444 1.164 -0.920 -0.586
C 5.2830 -1.9364 1.9729 0.403 1.716 1.831
H 1.0090 -1.0438 6.2800 -0.015 0.329 -0.117
H 1.8331 -1.5105 7.8049 -0.323 -0.342 -0.642
H 1.5739 -2.6884 6.4258 0.507 0.382 0.098
H 4.2725 -1.6226 7.6642 0.704 -0.583 -0.285
H 4.9982 -1.0434 6.1150 0.368 0.288 0.070
H 3.6886 -3.7606 6.3830 0.246 -0.164 -0.366
H 5.4891 -3.4664 6.3750 -1.037 0.238 -0.374
H 4.4395 -5.0649 4.3560 -0.550 -0.318 0.353
H 5.9919 -4.3184 4.1373 0.192 0.052 -0.078
H 3.5635 -3.5515 2.4721 0.890 -1.117 -0.116
H 4.5927 -5.0640 2.1580 -0.180 -0.408 -0.780
H 4.2195 -1.7251 1.9288 -0.331 0.594 -0.427
H 5.9005 -1.3138 1.3073 -0.399 -0.511 -0.120
H 5.5614 -1.6282 3.0358 -0.087 -0.426 -1.158
C -5.0881 0.4917 -4.0264 0.494 -1.736 -0.125
O -4.6651 0.7749 -5.3541 -0.269 -0.215 0.247
C -3.6750 -0.1241 -5.8713 0.041 1.437 0.331
C -2.3542 -0.1101 -5.1227 -0.732 1.086 0.723
O -1.3993 0.9137 -5.4241 -0.312 -0.557 -0.766
C -1.8183 2.2542 -5.2928 -0.989 -0.097 1.060
C -0.6524 3.1693 -5.2378 0.987 0.614 0.878
O 0.1577 3.2093 -6.3621 0.191 -0.117 -1.527
C 1.4004 2.5231 -6.2912 -0.462 -0.167 1.345
H -6.1287 0.7863 -3.8717 0.181 0.114 -0.239
H -4.4447 1.0087 -3.3113 -0.109 -0.041 0.218
H -5.0118 -0.6379 -3.8400 -0.161 1.376 -0.040
H -3.4672 0.3134 -6.8296 -0.060 -0.302 -0.904
H -4.0586 -1.1484 -5.9361 -0.046 0.097 -0.012
H -1.9050 -1.0349 -5.3688 0.921 -0.741 0.035
H -2.6227 -0.0922 -4.0471 0.462 -0.092 -0.219
H -2.3770 2.3006 -4.3325 0.199 0.427 -0.278
H -2.4730 2.6658 -6.0559 -0.437 -0.664 -0.560
H -0.0031 2.8611 -4.4656 0.631 -0.559 1.590
H -0.9259 4.1938 -4.9544 -0.443 -0.183 -0.335
H 1.7676 2.5150 -7.2836 0.592 0.082 -0.932
H 1.3215 1.4696 -5.9516 -0.289 0.469 -0.085
H 2.1059 3.0399 -5.6064 -0.275 -0.131 -0.348
C 2.1251 -2.1335 -0.4546 0.506 -0.534 0.569
O 1.6479 -2.8626 -1.5482 -0.063 -0.327 -0.577
C 0.2463 -2.8045 -1.7386 0.399 -0.318 -1.226
C -0.1898 -1.5380 -2.4134 -0.297 0.975 -1.179
O -0.0208 -0.4488 -1.5387 -0.226 0.912 0.250
C -0.5378 0.8074 -2.0302 1.427 -1.175 -0.888
C -0.3074 1.8249 -0.9585 1.155 -0.188 0.535
O -1.3348 1.9048 0.0023 -0.743 0.085 -0.211
C -2.5201 2.4457 -0.5736 -0.463 1.043 -0.223
H 2.0956 -1.0759 -0.5530 0.124 1.065 -0.669
H 3.1438 -2.4681 -0.2543 0.027 0.012 -0.030
H 1.5216 -2.3012 0.4152 -0.372 -0.475 0.717
H -0.2668 -2.8831 -0.7886 -0.253 -0.258 0.313
H -0.0024 -3.6533 -2.4280 0.040 0.594 0.801
H -1.2504 -1.5710 -2.6461 -0.391 -0.510 -0.169
H 0.3071 -1.3344 -3.4097 -0.015 -0.353 0.930
H -1.5662 0.6931 -2.3972 -0.078 0.110 0.408
H 0.0569 1.1066 -2.9275 -0.263 -0.230 0.414
H -0.0821 2.7853 -1.4438 -0.432 0.187 0.207
H 0.6389 1.5501 -0.4154 -0.882 0.073 -0.404
H -2.1883 3.1412 -1.3726 -0.399 -0.502 0.324
H -3.0600 3.0910 0.1634 0.547 -0.728 -0.288
H -3.2780 1.7231 -1.0016 1.025 0.357 0.454
C -5.0399 2.9814 4.8537 -0.030 -0.222 1.738
O -3.9592 2.1586 4.5130 0.581 0.328 -0.160
C -3.2219 2.5617 3.3688 0.490 -0.499 -0.453
C -2.2744 3.7800 3.5883 1.002 -0.049 -0.072
O -2.9724 5.0124 3.6496 -0.157 -0.578 0.207
C -2.0605 6.0761 3.6212 0.166 -0.058 -0.278
C -2.7995 7.3298 3.3019 -0.406 1.039 -0.218
O -3.3863 7.2268 1.9923 0.587 0.498 0.684
C -3.9977 8.4499 1.6102 0.068 -0.320 -0.309
H -5.6988 3.1129 4.0271 -0.806 -0.007 -0.754
H -4.7557 3.9772 5.2056 0.260 -0.027 -0.082
H -5.5381 2.4650 5.7118 0.128 0.418 -0.836
H -3.9174 2.6394 2.4908 0.552 0.425 0.558
H -2.5955 1.6603 3.1986 -0.023 0.699 -0.202
H -1.4240 3.9820 2.8040 -1.519 -1.316 0.963
H -1.7494 3.5868 4.5721 -0.386 0.152 -0.809
H -1.3082 5.8578 2.8344 -0.162 0.376 0.283
H -1.5320 6.2095 4.5827 -0.087 -0.163 -0.139
H -2.0940 8.2002 3.4206 -0.421 -0.577 -0.584
H -3.5991 7.5400 4.0383 0.143 -0.322 -0.151
H -3.2588 9.2671 1.6587 -0.332 -0.026 0.119
H -4.8789 8.6550 2.2504 0.375 0.121 -0.283
H -4.3074 8.3445 0.5542 0.017 0.011 0.555
```
Forces are in eV/Å.

Summary:
**Charge**: 0
**Largest force on an atom**: 2.6 eV/Å
**E**: -5921.87177 hartree
**2S+1**: 1

=====

# 2
The following is a quantum chemistry calculation of C2H2ClNO4S in the gas phase in a non-equilibrium geometry, from OMol25.

Structure (XYZ):
```
11
Properties=species:S:1:pos:R:3:forces:R:3
C 0.1648 -0.3544 -0.7082 -0.516 -0.617 -0.076
C 1.4261 -1.6624 -0.4068 3.032 -0.030 -0.758
N 0.5655 -1.3281 -1.4914 -2.279 1.258 -1.074
O -0.8408 0.5753 -0.6990 -0.646 0.239 0.254
O -2.8342 1.8491 0.2731 -0.646 -0.076 -1.002
O -0.5296 2.8072 0.4103 1.159 1.992 -0.801
O 0.9316 -0.5519 0.3441 0.868 1.898 2.489
S -1.4501 1.7753 0.4441 1.516 -3.532 1.104
Cl -1.1904 1.0179 2.3404 -0.079 -0.289 -0.969
H 1.1906 -2.4915 0.2277 -0.117 -1.043 -0.269
H 2.5666 -1.6365 -0.7342 -2.293 0.199 1.101
```
Forces are in eV/Å.

Summary:
**Charge**: 0
**Largest force on an atom**: 4.0 eV/Å
**E**: -1291.39055 hartree
**2S+1**: 1

=====

# 3
The following is a quantum chemistry calculation of C4H7BrSi in the gas phase in a non-equilibrium geometry, from OMol25.

Structure (XYZ):
```
13
Properties=species:S:1:pos:R:3:forces:R:3
C 1.5413 2.2002 -0.0039 -1.201 -1.288 -1.376
C 2.5373 2.8582 0.0576 1.784 1.534 0.825
C -0.0463 0.2843 1.4846 -0.375 3.817 -1.831
C 0.4070 -0.7410 -1.3781 -1.894 2.277 -1.331
Si 0.1952 0.9689 -0.3605 0.095 -2.607 1.372
Br 3.9614 3.9420 0.4707 -0.765 -0.640 -0.366
H 0.0327 1.2607 2.0340 -0.275 -0.929 -0.028
H -1.0061 -0.1420 1.6500 -0.492 -0.728 0.291
H 0.8175 -0.2516 1.7231 1.050 -1.312 0.480
H 1.3317 -1.2115 -1.4592 1.890 -0.514 0.224
H 0.0468 -0.6582 -2.4820 0.267 -0.068 1.998
H -1.0293 1.5555 -0.9243 0.074 0.367 0.054
H -0.2373 -1.4058 -0.7931 -0.158 0.092 -0.310
```
Forces are in eV/Å.

Summary:
**Charge**: 0
**Largest force on an atom**: 4.2 eV/Å
**E**: -3020.03483 hartree
**2S+1**: 1